# C27H26BrClLaN11O4Se2

C27H26BrClLaN11O4Se2 as an isolated structure in a non-equilibrium geometry (ωB97M-V/def2-TZVPD, the OMol25 dataset).

The value obtained for the LUMO energy is -0.0269 Eh. The gap between HOMO and LUMO is 0.24991 Eh. The value obtained for the energy above the lowest of the compared OMol25 structures with the same formula, charge and spin is 23.6 kcal/mol. For the highest occupied orbital energy, the calculation gives -7.53 eV.

Atoms and positions in Å:
La -0.29204 0.98761 0.80788
N 0.76139 -2.86473 1.70242
C 1.75374 -1.93165 1.59922
N 2.89528 -2.09381 2.20350
N 3.64986 -1.01569 1.87509
N 2.92272 -0.22364 1.16787
N 1.71471 -0.76622 0.92816
C -0.47411 -2.71780 1.20872
N -1.42266 -3.65364 1.30832
N -2.47550 -3.13347 0.69065
N -2.18706 -1.90903 0.29324
N -0.92501 -1.60368 0.66027
H 0.95091 -3.60021 2.37163
Cl -5.18524 -0.31462 6.70514
C -3.90501 -0.14666 5.52358
C -2.54455 -0.42176 5.91599
C -1.50812 -0.24930 5.04389
C -1.72164 0.33010 3.77237
O -0.70517 0.72040 3.07610
C -3.07210 0.37598 3.34374
C -3.40515 0.78484 1.99835
O -2.68615 1.22716 1.09792
C -4.12911 0.13621 4.23240
H -2.36161 -0.76645 6.91096
H -0.49006 -0.48075 5.29268
H -4.47526 0.61255 1.74540
H -5.15544 0.27908 3.87339
C -2.11313 3.29867 -1.07091
O -1.17665 2.24785 -1.36073
C -1.13471 1.72843 -2.62692
C -1.63321 2.34465 -3.73046
C -1.50827 1.65429 -4.92466
Br -2.13444 2.41163 -6.54683
C -0.97702 0.37728 -5.01583
C -0.43358 -0.19968 -3.87203
C -0.57836 0.44331 -2.66223
O -0.10862 0.02327 -1.44874
C 0.28520 -1.49805 -3.85891
N 1.16571 -1.86852 -4.74150
C 1.57270 -3.15483 -4.37006
C 2.56626 -3.97387 -4.93767
C 2.64988 -5.23487 -4.37759
C 1.96319 -5.60967 -3.23160
C 1.04280 -4.75983 -2.60580
C 0.87395 -3.52294 -3.21040
N 0.07828 -2.46468 -2.88936
H -3.13223 3.01389 -1.37439
H -1.77874 4.22391 -1.55443
H -2.15595 3.39081 0.02026
H -2.11925 3.31272 -3.65589
H -0.92307 -0.17830 -5.94681
H 0.44134 -0.77732 -1.46254
H 3.11689 -3.69074 -5.82293
H 3.30638 -5.97742 -4.80186
H 2.19746 -6.58090 -2.82628
H 0.59786 -5.06174 -1.69582
H -0.68434 -2.52266 -2.24037
C 3.82211 2.32419 -0.46207
Se 1.92041 2.67868 -0.85357
C 1.67071 4.24185 0.24099
C 1.90734 4.09595 1.72745
Se 0.33500 3.52839 2.70643
C 1.16033 2.49694 4.19235
H 4.37681 3.19254 -0.86089
H 4.15038 1.45690 -1.07713
H 4.09592 2.08640 0.55441
H 0.66245 4.66502 0.06041
H 2.41832 4.97122 -0.14579
H 2.25756 5.03838 2.22178
H 2.70472 3.39012 1.90860
H 1.62168 3.13916 4.95459
H 1.78359 1.77151 3.73600
H 0.31871 1.96724 4.59084

# C3H4I2

A 2-piece molecular cluster, C3H4I2 overall in a non-equilibrium geometry (ωB97M-V/def2-TZVPD, the OMol25 dataset).

The value obtained for the LUMO energy (alpha / beta) is -0.0473 / -0.0868 Eh. The gap between HOMO and LUMO (alpha / beta) is 0.29147 / 0.22599 Eh. The value obtained for the energy above the lowest of the compared OMol25 structures with the same formula, charge and spin is 59.8 kcal/mol. For the highest occupied orbital energy (alpha / beta), the calculation gives -9.22 / -8.51 eV.

Atoms and positions in Å:
C -0.67623 -0.15837 0.74638
C -0.59325 -0.05875 -0.76404
C 0.50065 0.50508 -0.05943
I 1.43303 2.34241 -0.05130
I 2.74903 -1.68782 0.06916
H -1.08372 0.60205 1.38548
H -0.73679 -1.18583 1.25411
H -0.30238 -1.01790 -1.21732
H -1.29034 0.65913 -1.36304

# C9H16ClN4

A 2-piece molecular cluster, C9H16ClN4 overall in a non-equilibrium geometry (ωB97M-V/def2-TZVPD, the OMol25 dataset).

The value obtained for the LUMO energy is -0.1100 Eh. The gap between HOMO and LUMO is 0.33808 Eh. The value obtained for the energy above the lowest of the compared OMol25 structures with the same formula, charge and spin is 21.9 kcal/mol. For the highest occupied orbital energy, the calculation gives -12.19 eV. Its charge is +1.

Atoms and positions in Å:
C -2.47736 -1.36725 -2.79608
C -0.83412 2.19196 -2.39209
C -2.04308 -1.18178 -4.05222
C 1.86955 -0.27502 0.92688
C 0.25875 0.94612 2.26034
C 0.84904 -1.14745 0.23397
C -0.82346 0.17541 1.36168
C -1.29224 -1.31814 -0.65490
C 2.60946 0.94950 2.82835
N -1.59425 -0.99302 -1.79472
N -0.33376 1.52094 -1.62729
N 1.51218 0.18018 2.27625
N -0.39813 -0.40651 0.09007
Cl -1.50220 3.20567 -3.36944
H -3.49044 -1.67528 -2.60558
H -2.70433 -1.42277 -4.93718
H -1.05292 -0.62694 -4.19736
H 2.70616 -0.84226 1.14774
H 2.13325 0.61592 0.26489
H 0.31901 1.97432 1.97435
H 0.01733 0.87888 3.32328
H 1.27338 -1.46838 -0.61819
H 0.66162 -2.00535 0.88587
H -1.29742 -0.56828 1.97786
H -1.49764 0.93446 1.15269
H -1.64583 -2.02029 0.03151
H 3.36016 0.23739 2.80956
H 2.91161 1.77459 2.24726
H 2.68220 1.31787 3.81433
H -0.17651 0.41549 -0.56181

# C14H42N3O4P2S2Si4

A 3-piece molecular cluster, C14H42N3O4P2S2Si4 overall in a non-equilibrium geometry (ωB97M-V/def2-TZVPD, the OMol25 dataset).

The value obtained for the LUMO energy is -0.1633 Eh. The gap between HOMO and LUMO is 0.24907 Eh. For the highest occupied orbital energy, the calculation gives -11.22 eV. Its charge is +1.

Atoms and positions in Å:
O 8.60760 1.67026 5.88092
P 8.90802 1.83550 4.28574
O 9.57648 3.31512 4.02827
S 10.02175 0.48389 3.55323
N 7.30879 1.91498 3.49577
C 6.20039 1.66926 4.22171
N 5.22716 1.84592 3.31892
P 3.57777 1.60758 3.96480
S 3.18450 3.13614 5.08570
C 5.73805 2.20168 2.05804
N 7.03973 2.23201 2.23868
H 8.17723 2.49529 6.19390
H 8.93067 3.87422 3.55195
H 6.07104 1.40742 5.27732
H 2.61053 1.37724 2.95723
H 3.64622 0.40906 4.73470
H 5.13480 2.42721 1.17240
O 2.09323 -0.91382 -1.25660
Si 0.93366 -2.10291 -1.30358
C 0.84172 -2.99682 0.34189
C 1.32675 -3.35369 -2.63993
C -0.74359 -1.36242 -1.66542
Si 3.71087 -0.72719 -1.01598
C 4.18589 1.07585 -1.14978
C 4.68000 -1.69728 -2.28693
C 4.20248 -1.31923 0.68729
H 1.77228 -3.53100 0.54854
H 0.02706 -3.72336 0.33646
H 0.66476 -2.28967 1.15651
H 1.44021 -2.86044 -3.60794
H 0.52523 -4.09030 -2.72192
H 2.25502 -3.88481 -2.41630
H -0.74131 -0.84907 -2.62952
H -1.02544 -0.64241 -0.89310
H -1.50392 -2.14559 -1.69643
H 3.94550 1.46730 -2.13928
H 5.26047 1.19931 -0.98614
H 3.65184 1.67490 -0.40386
H 4.50596 -2.76910 -2.17274
H 5.75155 -1.51341 -2.17656
H 4.38525 -1.40815 -3.29780
H 4.03024 -2.39158 0.79299
H 3.61595 -0.79916 1.45279
H 5.26305 -1.12472 0.87098
O -6.69969 0.25940 -2.05420
Si -7.99796 0.69522 -1.12344
C -7.69200 2.35130 -0.30018
C -8.31200 -0.58383 0.21039
C -9.53652 0.83642 -2.17616
Si -5.08511 -0.05865 -1.91761
C -4.36395 -0.50589 -3.58437
C -4.79319 -1.49197 -0.74442
C -4.16973 1.44240 -1.26492
H -6.85938 2.28868 0.40438
H -8.57872 2.67473 0.24916
H -7.45312 3.11377 -1.04523
H -8.44340 -1.57494 -0.22987
H -9.21398 -0.33609 0.77381
H -7.47489 -0.62930 0.91114
H -9.76590 -0.11628 -2.65818
H -9.40723 1.59212 -2.95392
H -10.39152 1.12270 -1.56000
H -4.85145 -1.39398 -3.99233
H -3.29540 -0.71369 -3.49202
H -4.49306 0.31304 -4.29534
H -5.11110 -1.23673 0.26913
H -3.73214 -1.75096 -0.71303
H -5.35230 -2.37336 -1.06670
H -4.49334 1.68457 -0.24988
H -4.35507 2.31222 -1.89919
H -3.09330 1.25512 -1.24396

# C29H34AuN6S

C29H34AuN6S as an isolated structure (ωB97M-V/def2-TZVPD, the OMol25 dataset).

The value obtained for the LUMO energy (alpha / beta) is -0.1043 / -0.1802 Eh. The gap between HOMO and LUMO (alpha / beta) is 0.23776 / 0.16020 Eh. The value obtained for the energy above the lowest of the compared OMol25 structures with the same formula, charge and spin is 19.5 kcal/mol. For the highest occupied orbital energy (alpha / beta), the calculation gives -9.31 / -9.26 eV. The multiplicity is 3. Its charge is +1.

Atoms and positions in Å:
Au 0.04518 0.84550 0.53007
C -0.11223 3.75657 -2.31332
C -0.74662 4.39025 -1.07892
C -1.67851 3.45203 -0.29822
N -1.03601 2.81516 0.83288
C -1.13653 3.22479 2.05486
C -1.72237 4.50508 2.36525
C -1.94147 5.15289 3.54783
C -1.67736 4.73875 4.85450
C -1.12163 3.52756 5.26214
C -0.70995 2.45615 4.51472
C -0.67107 2.22882 3.09632
N -0.25548 1.09609 2.61510
C -0.14745 -0.16363 3.32794
C -1.32522 -1.06864 2.92228
C -1.18110 -1.88279 1.63702
N -1.01983 -1.07407 0.45604
C -1.21245 -1.53317 -0.75633
C -1.54192 -2.89225 -0.99431
C -2.03418 -3.54756 -2.10168
C -2.35610 -3.05215 -3.35721
C -2.11661 -1.75727 -3.77636
C -1.47033 -0.70970 -3.14391
C -0.90748 -0.57333 -1.85857
N -0.10490 0.43324 -1.53098
C 0.57455 1.24954 -2.52344
C 0.94035 2.66060 -2.06572
H 0.35223 4.55881 -2.89010
H -0.91195 3.36543 -2.95112
H -1.33548 5.25270 -1.39828
H 0.02853 4.77719 -0.41225
H -1.98924 2.63377 -0.95358
H -2.59308 3.96123 0.01454
H -2.00056 5.07241 1.48877
H -2.38117 6.13879 3.45561
H -1.92859 5.43980 5.63899
H -0.99043 3.41455 6.33167
H -0.29067 1.64790 5.09521
H -0.15436 -0.03973 4.40982
H 0.80715 -0.61371 3.04610
H -2.23014 -0.45854 2.86717
H -1.47870 -1.78038 3.73645
H -2.06897 -2.51962 1.55431
H -0.32468 -2.56546 1.75331
H -1.41533 -3.52761 -0.12708
H -2.22195 -4.60495 -1.94872
H -2.81378 -3.73153 -4.06218
H -2.44873 -1.52120 -4.78217
H -1.37696 0.16781 -3.76741
H 0.01495 1.32218 -3.45669
H 1.50609 0.72315 -2.77759
H 1.84468 2.93284 -2.61522
H 1.24557 2.63952 -1.01498
N 3.28934 -0.81179 -1.51444
C 2.81428 -0.99429 -0.28015
S 2.66507 0.32275 0.78667
N 2.48674 -2.23170 0.10888
C 2.68215 -3.45032 -0.58986
C 3.82240 -3.67701 -1.34764
C 3.97573 -4.89392 -1.99767
C 3.01627 -5.88724 -1.87631
C 1.89396 -5.66316 -1.09177
C 1.72117 -4.44650 -0.45568
H 3.51774 0.12782 -1.78773
H 3.29354 -1.55113 -2.20314
H 2.03913 -2.27796 1.01105
H 4.60801 -2.93354 -1.40831
H 4.86394 -5.06550 -2.58921
H 3.14555 -6.83245 -2.38264
H 1.14613 -6.43544 -0.97903
H 0.84110 -4.26246 0.14441

# C3H10N2O2

C3H10N2O2 as an isolated structure in a non-equilibrium geometry (ωB97M-V/def2-TZVPD, the OMol25 dataset).

The value obtained for the LUMO energy (alpha / beta) is -0.0157 / -0.0157 Eh. The gap between HOMO and LUMO (alpha / beta) is 0.29032 / 0.29043 Eh. The value obtained for the energy above the lowest of the compared OMol25 structures with the same formula, charge and spin is 155.7 kcal/mol. For the highest occupied orbital energy (alpha / beta), the calculation gives -8.33 / -8.33 eV.

Atoms and positions in Å:
C -0.58897 1.93590 1.36857
O 0.38323 1.44337 0.46372
H -0.31079 0.40464 -0.97339
H -0.88400 2.92326 1.01532
H -0.18092 2.02640 2.38023
H -1.47594 1.29342 1.39041
N -0.10354 -1.59662 0.17214
N 0.88137 -1.22326 0.91576
C -0.26855 -0.60974 -1.51068
C 0.89458 -0.62897 -2.19905
O -1.31741 -1.40629 0.78381
H -1.14840 -1.16857 1.71841
H 0.76707 0.59753 0.80969
H 1.74129 -1.60810 0.52525
H -1.16233 -1.07516 -1.90084
H 0.98811 -1.16039 -3.13254
H 1.78521 -0.14742 -1.82680